# 1
ORCA calculation (ωB97M-V/def2-TZVPD) on a molecular structure, C30H29CoN8O in a non-equilibrium geometry.

```
! RIJCOSX wB97M-V def2-TZVPD def2/J DEFGRID3
* xyz 1 2
Co -0.05 0.11 -0.21
H 2.30 -0.64 -3.22
H -3.82 0.67 0.46
H 4.32 -2.40 -0.60
H 1.86 -2.10 -0.55
C -0.71 -3.17 -1.44
C 0.53 -3.12 -2.21
H -0.91 -5.34 -1.26
H -0.06 -2.44 1.04
C 1.52 2.47 0.38
H -1.15 0.86 -2.53
C 2.40 -1.33 -1.10
H -4.19 1.56 -1.03
C -1.96 -1.93 0.06
N 0.46 1.65 0.66
C 0.11 3.58 1.82
N -0.23 0.55 -2.24
C -2.73 -1.68 2.95
H -3.72 -3.15 0.81
C -0.95 -1.83 1.25
C 2.13 -1.54 -2.63
H 1.89 6.98 1.63
N 0.80 -1.98 -2.76
C 4.68 -0.52 -1.56
C 2.85 -3.88 -2.37
C -2.45 -0.37 3.00
C 1.41 6.02 1.68
C 3.86 -1.75 -1.35
N -1.23 1.58 2.36
C -0.39 4.65 2.55
H -2.50 -5.32 0.55
H 4.83 1.57 -1.32
H 5.69 -0.65 -1.93
C 2.88 0.92 -0.68
N -0.58 -0.49 1.48
O -2.21 1.44 -0.49
H -0.13 6.72 2.98
H -1.89 2.33 -0.67
H 4.03 -2.47 -3.48
C -1.23 -4.40 -0.84
C -1.95 -2.63 2.11
H -3.00 0.28 3.66
N -1.16 -2.00 -1.09
H -1.28 4.53 3.15
C 4.22 0.69 -1.23
C -0.32 2.21 1.65
H -3.24 2.77 1.62
H -3.66 3.70 0.17
C 1.56 -4.14 -2.10
H -2.60 -1.05 0.02
H 2.82 5.06 0.36
H -1.54 -3.44 2.72
H -4.91 2.80 1.01
C -3.58 1.56 -0.12
C 3.35 -2.50 -2.62
H 3.56 -4.69 -2.44
N 2.03 -0.08 -0.57
H 0.45 1.17 -2.66
C -2.62 -3.12 0.78
H -3.51 -2.10 3.58
H 1.24 -5.15 -1.90
C 1.28 3.73 1.04
C 1.94 4.95 0.97
C 0.27 5.86 2.46
C -3.86 2.79 0.72
C -1.39 0.26 2.23
C -2.10 -4.39 0.18
N 2.61 2.17 -0.28
H -0.09 -0.40 -2.65
*
```

Kohn-Sham gap (alpha / beta) (eV): 6.784 / 6.656
HOMO (alpha / beta) (eV): -10.857 / -10.705
⟨S²⟩: 0.91



# 2
ORCA calculation (ωB97M-V/def2-TZVPD) on a molecular structure, C30H29CrN3O3S3Si in a non-equilibrium geometry.

```
! RIJCOSX wB97M-V def2-TZVPD def2/J DEFGRID3
* xyz -1 2
H 3.16 1.35 -2.09
C 1.88 3.28 2.82
C -4.18 -0.86 -1.73
C 2.77 2.59 2.01
S -3.48 1.44 0.90
H -2.63 -4.17 -2.80
H 4.82 -0.28 -2.85
C 0.77 -1.56 3.24
S -4.99 1.35 3.47
C -2.69 -2.60 -1.34
O 0.84 -3.97 3.26
H 0.88 0.56 3.34
C -4.64 -1.45 -2.88
H 4.30 -2.70 -2.80
C 0.96 1.98 0.51
N -3.21 -1.39 -0.98
C -4.06 -2.65 -3.30
H 3.01 1.38 0.27
C 3.85 -0.62 -2.50
Si 0.28 1.09 -1.02
C -4.16 0.60 2.25
C -0.49 1.62 -3.67
H 2.61 0.58 5.13
C -0.25 -1.49 2.19
H 3.82 2.54 2.27
H -1.27 -4.09 -0.50
H -1.04 3.84 -1.07
O -0.84 -0.38 1.97
H 0.79 4.08 -3.39
C 1.24 -2.78 3.74
C 2.66 -1.57 5.27
H 0.40 -1.81 -1.29
N -1.44 -2.30 0.55
H 2.23 3.78 3.71
Cr -2.21 -0.57 0.53
H 0.34 1.01 -4.03
C 2.90 0.30 -2.08
H -1.34 0.96 -3.50
C 2.32 -2.40 -2.03
H -0.76 2.33 -4.47
C 1.64 -0.10 -1.63
H 2.52 -3.72 5.18
C 0.53 3.32 2.49
C 1.38 -1.47 -1.62
C 1.07 3.30 -2.67
H 1.42 3.79 -1.76
C -1.73 -3.12 -0.42
C 2.17 -2.77 4.78
H 3.39 -1.59 6.07
H -1.63 3.89 -2.74
C 2.22 -0.36 4.75
H 0.28 -3.80 2.47
H -0.98 2.70 1.11
H -5.43 -0.99 -3.45
C 1.27 -0.36 3.75
C -3.10 -3.24 -2.51
H 1.91 2.75 -3.11
C 0.08 2.68 1.34
N -0.51 -2.60 1.48
H -0.17 3.84 3.13
C 3.56 -1.98 -2.48
H -2.15 2.60 -1.64
O -1.07 0.29 -0.76
S -3.85 -1.10 2.18
C -1.30 3.22 -1.93
C -0.11 2.37 -2.39
C 2.30 1.94 0.87
H 2.09 -3.46 -1.99
H -4.58 0.08 -1.37
H -4.37 -3.12 -4.23
*
```

Kohn-Sham gap (alpha / beta) (eV): 6.052 / 6.049
HOMO (alpha / beta) (eV): -4.564 / -4.495
⟨S²⟩: 0.81



# 3
ORCA calculation (ωB97M-V/def2-TZVPD) on a molecular structure, C30H29F3N12ORbS2 in a non-equilibrium geometry.

```
! RIJCOSX wB97M-V def2-TZVPD def2/J DEFGRID3
* xyz -1 1
C 4.57 7.11 21.45
N 1.57 6.78 24.86
N 3.85 0.47 19.14
N 3.04 2.53 22.47
H -4.57 -1.56 18.66
H 0.96 1.27 25.59
C 2.14 5.81 25.85
C 2.29 6.41 21.19
H -0.44 4.89 21.10
H 7.56 -0.39 18.70
H 0.30 5.35 27.07
C 4.87 5.82 21.86
H 1.43 0.05 17.55
C 6.51 0.32 16.34
H -4.26 2.24 19.72
H 4.57 3.64 23.48
O 2.59 2.86 24.71
C 1.18 1.40 23.47
N 0.66 -0.61 17.57
H -4.58 4.52 20.94
H -1.69 4.88 24.02
C 5.84 0.29 17.74
H 2.49 6.43 26.64
F 6.87 1.54 15.87
C -2.64 -0.93 18.43
N -1.45 -1.28 18.03
C 4.42 0.66 17.91
N 0.07 5.20 25.00
N -0.73 0.90 18.62
C 4.55 0.00 20.16
C 0.90 4.96 26.17
H 1.97 7.56 24.45
H -2.52 5.60 21.87
C 3.27 7.41 21.08
H -3.49 -2.77 18.12
H 2.98 8.49 20.92
C 0.61 0.92 24.62
C 4.18 3.46 22.50
H 0.83 -1.49 17.09
H -0.81 3.44 24.44
C -2.55 4.70 21.24
C 3.86 4.91 21.97
C -0.96 -0.34 23.34
Rb 1.87 2.51 19.87
H 5.89 5.52 22.14
C -1.11 4.39 24.81
C 6.52 -0.17 18.83
F 5.78 -0.30 15.39
N -2.98 0.27 19.00
C 5.88 -0.31 20.09
H -0.55 -0.06 21.24
N 0.75 1.04 22.24
C -3.45 2.83 20.14
C 2.39 2.36 23.57
N -1.06 3.12 20.20
H 1.25 3.91 26.26
H 1.23 6.67 20.99
H -1.75 -1.03 23.26
C -1.93 1.11 19.14
H 3.00 5.21 25.37
C -1.25 4.28 20.89
C -2.16 2.37 19.92
S -0.54 7.02 23.15
H 5.32 7.86 21.54
F 7.75 -0.33 16.30
H 4.96 3.05 21.90
H -0.82 -0.26 25.51
C -0.54 -0.31 18.09
C -0.22 0.17 22.22
H -1.74 4.32 25.73
N 2.58 5.16 21.60
C -3.66 4.03 20.82
H 6.41 -0.81 20.89
C -0.44 0.07 24.56
S 3.48 1.35 16.65
N -3.62 -1.86 18.48
H 3.97 -0.04 21.04
C 0.36 6.32 24.33
*
```

Kohn-Sham gap (eV): 6.627
HOMO (eV): -4.439



# 4
ORCA calculation (ωB97M-V/def2-TZVPD) on a molecular structure, C30H29HoN5O4S in a non-equilibrium geometry.

```
! RIJCOSX wB97M-V def2-TZVPD def2/J DEFGRID3
* xyz -1 5
H -2.36 2.04 -0.31
H 1.33 1.68 -5.03
C -2.34 0.60 5.92
C 3.12 4.00 -0.60
O 4.36 -6.30 -1.11
C 1.63 5.26 0.81
C 2.40 2.85 -0.31
S -1.00 -0.93 1.06
H -1.96 -2.36 -2.95
C -0.77 0.45 2.09
C 1.10 -4.93 -1.64
C 2.35 -2.64 -1.01
H -2.79 1.37 7.85
C -2.65 1.37 -1.12
H -3.38 1.90 -1.74
H -3.16 0.52 -0.65
O 2.77 -0.41 -1.68
C -1.31 -0.35 -2.52
H -1.80 1.48 5.59
H 2.71 1.90 -0.73
H 2.40 0.71 -4.01
H -1.99 -1.30 3.17
C -3.14 -1.62 5.46
C 0.92 4.12 1.11
C -2.29 -1.48 -2.40
H 0.59 -5.85 -1.93
C -3.58 -0.62 7.60
O 2.50 -0.81 0.47
H 1.33 6.21 1.24
H 4.19 -3.76 -1.01
C 2.73 -1.22 -0.69
H -0.26 -2.25 -4.26
C -2.46 -0.48 5.05
O 2.73 -7.08 -2.48
H -0.72 3.56 -1.22
Ho 0.70 -0.09 -0.85
H 1.38 -1.77 -3.86
H -3.26 -1.18 -2.81
C 3.29 -6.24 -1.74
H -3.24 -2.46 4.78
H -1.05 3.71 -2.94
C -0.13 -0.32 -3.31
C 0.40 -3.76 -1.45
C -0.39 3.24 -2.21
N -1.93 -0.47 3.76
H 0.56 -1.01 -5.21
C 1.31 2.92 0.54
H 0.06 4.14 1.76
H -2.46 -1.78 -1.36
C -1.48 0.92 -1.93
H 2.03 2.38 -3.56
C 0.42 0.98 -3.21
H -0.68 -3.72 -1.53
C 0.42 -1.39 -4.20
N -0.07 1.63 1.80
C -3.70 -1.69 6.73
H -4.01 -0.67 8.59
N -1.26 0.57 3.30
H 3.98 3.94 -1.25
C 3.12 -3.77 -1.16
C -0.42 1.75 -2.37
C 2.74 5.21 -0.04
H 0.61 3.66 -2.35
H -4.22 -2.58 7.03
C 2.48 -4.96 -1.50
N 1.01 -2.61 -1.16
C 1.61 1.46 -3.99
C -2.89 0.52 7.18
H 3.29 6.11 -0.27
N 0.60 1.68 0.75
*
```

Kohn-Sham gap (alpha / beta) (eV): 6.532 / 6.535
HOMO (alpha / beta) (eV): -5.393 / -5.398
⟨S²⟩: 6.00



It is found that the total energy values, taken in the order of the records, are -83167.77923, -111004.30614, -81993.27028, -83859.17660 eV.
It is found that the energy relative to the best compared isomer or geometry (same formula, charge and spin) values, taken in the order of the records, are 142.0, 7.7, 29.5, 16.2 kcal per mole.